[1]
The following is a DFT calculation (wB97M-V/def2-TZVPD) of a cluster of 2 separate species, C4H13NO2S in total.

Positions of all 21 atoms, in Å:
1 C 0.21131 0.88145 -1.75066
2 N -0.67938 0.09212 -0.91461
3 C -0.10988 -0.72702 0.14630
4 C 0.52258 0.15794 1.25298
5 O -0.46045 0.43820 2.21292
6 C 0.82920 -1.73567 -0.53676
7 S 1.67168 -2.84459 0.69147
8 H 0.97122 0.40125 -2.35551
9 H -0.30139 1.62494 -2.43575
10 H 0.78335 1.63797 -1.17117
11 H -1.40038 -0.35162 -1.46598
12 H -0.89739 -1.28583 0.62314
13 H 1.37528 -0.33639 1.73249
14 H 1.01057 1.05306 0.81465
15 H -1.17482 1.03003 1.82260
16 H 1.61349 -1.22036 -1.09156
17 H 0.50028 -2.47627 -1.28731
18 H 1.39974 -2.21497 1.83746
19 O -2.04207 2.11545 0.99651
20 H -2.55037 1.50894 0.44730
21 H -1.27257 2.25137 0.43148

## Properties
Kohn-Sham gap (eV): 9.43
Structure (SMILES): CN[C@H](CO)CS.O
Highest occupied orbital energy (eV): -8.85
LUMO level (eV): 0.57
Electronic energy (eV): -20778.016

***

[2]
The following is a DFT calculation (wB97M-V/def2-TZVPD) of a cluster of 2 separate species, C4H5ClFNO4 in total.

Positions of all 16 atoms, in Å:
1 C 1.13578 -0.89013 1.62184
2 C 0.16298 -0.21788 0.71564
3 O 0.28160 0.09981 -0.43947
4 O -0.86148 0.10983 1.53130
5 N -1.99787 1.00742 1.03624
6 O -2.06209 2.03689 1.61827
7 C -2.70037 0.37131 0.19267
8 F -2.25930 -0.86762 -0.12100
9 Cl -4.08254 1.04352 -0.63158
10 H 2.05479 -0.20379 1.67731
11 H 1.43443 -1.68112 1.08366
12 H 0.75178 -1.02867 2.61088
13 C -1.45581 1.76782 -2.25383
14 O -1.28984 2.80998 -1.67557
15 H -2.29070 1.56132 -3.10271
16 H -0.92682 0.82847 -2.12323

## Properties
Kohn-Sham gap (eV): 10.14
Structure (SMILES): CC(=O)O/[N+]([O-])=C(\F)Cl.C=O
Highest occupied orbital energy (eV): -9.76
LUMO level (eV): 0.38
Electronic energy (eV): -29143.299

***

[3]
The following is a DFT calculation (wB97M-V/def2-TZVPD) of a structure of composition C3H10O2SSi.

Positions of all 17 atoms, in Å:
1 C -2.80672 0.97756 0.26173
2 C -1.61599 -0.08371 0.24821
3 C -0.27954 0.59524 -0.07171
4 O 2.72112 1.16961 -1.11713
5 O 0.70561 -0.32632 0.16433
6 Si 2.73588 -1.53154 -0.08378
7 S 2.44022 0.58555 0.16413
8 H -3.69800 0.51201 -0.31677
9 H -2.99949 1.45306 1.19320
10 H -2.27066 1.61502 -0.46706
11 H -1.82100 -0.87661 -0.51094
12 H -1.34020 -0.49437 1.22694
13 H -0.07363 1.01695 -1.01893
14 H -0.29311 1.39491 0.61470
15 H 3.97813 -1.88456 -0.83110
16 H 1.54096 -1.98974 -0.76754
17 H 3.07644 -2.13306 1.31174

## Properties
Kohn-Sham gap (eV): 9.68
Highest occupied orbital energy (eV): -9.78
LUMO level (eV): -0.11
Electronic energy (eV): -26077.388

***

[4]
The following is a DFT calculation (wB97M-V/def2-TZVPD) of a cluster of 2 separate species, C3H6IN5 in total.

Positions of all 15 atoms, in Å:
1 C 0.55196 0.80899 -1.06590
2 C -1.34518 -1.18833 1.72930
3 C 0.98807 -0.79938 0.69458
4 N -0.11553 1.84043 -0.57023
5 N 0.82676 1.03639 -2.38847
6 N -0.20868 2.70422 -1.58201
7 N 0.40470 2.29857 -2.61158
8 N -0.07556 -0.48751 1.51124
9 I 1.27925 -2.65690 -0.25782
10 H -1.19257 -2.23056 2.01584
11 H -1.89564 -0.64893 2.45288
12 H -2.10565 -1.14469 0.88375
13 H 1.91992 -0.43522 0.94004
14 H -0.13795 0.49357 1.48574
15 H 1.10610 0.40936 -3.23736

## Properties
Kohn-Sham gap (alpha / beta) (eV): 8.47 / 8.46
Highest occupied orbital energy (alpha / beta) (eV): -8.77 / -8.76
LUMO level (alpha / beta) (eV): -0.30 / -0.30
Electronic energy (eV): -18754.447

***

We obtain energy above the lowest of the compared OMol25 structures with the same formula, charge and spin values of 1.2043; 2.2209; 5.9804; 2.6567 eV for the records listed above, in that order.